Run i
An isolated ion of composition C6H12N and charge +1, computed with ωB97M-V/def2-TZVPD.

Properties
Molecular weight = 98.169 g/mol
HOMO-LUMO gap = 8.976 eV
SMILES string = C=CC(=C)CC[NH3+]
Total charge = +1
E_HOMO = -12.715 eV
LUMO energy = -3.74 eV

```
19
Properties=species:S:1:pos:R:3:nbo_charge:R:1
C 0.7784 -1.4444 1.8868 -0.3594
C 1.1814 -0.2657 1.4025 -0.2378
C 0.9924 0.1916 0.0089 0.0616
C 1.3007 -0.6482 -1.0211 -0.5129
C 0.1439 1.4139 -0.2659 -0.4727
C -1.3108 0.9764 -0.1009 -0.2040
N -1.6173 -0.0337 -1.2052 -0.7043
H 0.8395 -2.3455 1.2874 0.2085
H 0.8501 -1.5634 2.9625 0.2250
H 1.4141 0.5518 2.0840 0.2257
H 1.9205 -0.4574 -1.8931 0.2591
H 1.3972 -1.6930 -0.7351 0.2024
H 0.2626 1.8566 -1.2541 0.2413
H 0.3905 2.1100 0.5361 0.2549
H -1.4705 0.4208 0.8215 0.2363
H -2.0406 1.7675 -0.2410 0.2388
H -0.7456 -0.6021 -1.3185 0.4569
H -2.3460 -0.6889 -0.9178 0.4402
H -1.9404 0.4538 -2.0373 0.4406
```


Run ii
A 2-piece molecular cluster, C6H12N overall, computed with ωB97M-V/def2-TZVPD.

Properties
Molecular weight = 98.169 g/mol
HOMO-LUMO gap = 11.149 eV
Total charge = +1
E_HOMO = -14.176 eV
LUMO energy = -3.03 eV

```
19
Properties=species:S:1:pos:R:3:nbo_charge:R:1
C 2.1279 -1.3066 0.8771 -0.3467
C 1.2488 -1.1601 -0.0136 -0.0647
C 1.3444 1.3342 -0.2410 -0.2227
C 0.7323 0.7358 -1.4709 -0.2168
C -2.6354 -0.5508 0.0590 -0.3822
C -2.5611 0.4921 0.8365 -0.4117
N 0.5294 0.1339 -0.1901 -0.4224
H 2.3353 -0.3246 1.4073 0.2200
H 2.4871 -2.2897 1.1076 0.2635
H 2.3801 1.1403 -0.0782 0.2429
H 0.9255 2.2055 0.2685 0.2570
H -0.1928 1.2431 -1.9172 0.2589
H 1.2647 0.0545 -2.1601 0.2583
H -2.4196 -1.4903 0.4047 0.1976
H 0.9248 -1.9221 -0.7988 0.2396
H -3.1433 -0.4740 -0.8682 0.2184
H -2.6045 1.4920 0.4167 0.1976
H -2.3990 0.5363 1.9330 0.2192
H -0.3449 0.1505 0.4277 0.4941
```


Looking at the structures above, run i is most stable, and the difference to the next one is 132.8 kJ/mol.